No. 1
{
  "formula": "C2H3I3O2",
  "method": "ωB97M-V with the def2-TZVPD basis set",
  "species": ["C", "C", "O", "O", "I", "I", "I", "H", "H", "H"],
  "coordinates": [[1.6400, -0.2056, -0.1530], [0.5680, 0.2335, 0.4690], [-0.3987, 1.0288, -0.0177], [0.2255, -0.1261, 1.7208], [2.3533, 0.5543, -1.9986], [2.9118, -1.4004, 1.1457], [-1.2190, -2.3933, -0.9743], [-0.8387, -0.9169, -1.4356], [-0.3482, 1.5014, -0.8086], [-0.6365, 0.3877, 1.7804]],
  "forces_ev_per_a": [[2.281, -0.652, 0.163], [-0.360, 0.340, -0.046], [-1.307, -0.610, 2.231], [-1.655, 1.277, -0.559], [-0.527, -0.446, 0.905], [-0.470, 0.599, -1.142], [-0.157, -0.358, 0.001], [0.005, 0.113, -0.136], [1.075, 0.827, -2.128], [1.114, -1.089, 0.711]],
  "lowdin_charge": [-1.160, -0.807, 0.031, -0.023, 0.790, 0.778, 0.515, -0.345, 0.065, 0.157],
  "de_lowest_kcal_mol": 19.9,
  "molar_mass_g_mol": 439.76,
  "e_tot_ha": -1121.5178
}


No. 2
{
  "formula": "C22H36ClNO8P2",
  "method": "ωB97M-V with the def2-TZVPD basis set",
  "species": ["C", "C", "N", "C", "O", "C", "O", "C", "P", "P", "O", "O", "O", "C", "C", "C", "O", "Cl", "C", "C", "C", "O", "C", "C", "C", "C", "C", "C", "C", "H", "H", "H", "H", "H", "H", "H", "H", "H", "H", "H", "H", "H", "H", "H", "H", "H", "H", "H", "H", "H", "H", "H", "H", "H", "H", "C", "C", "O", "C", "C", "H", "H", "H", "H", "H", "H", "H", "H", "H", "H"],
  "coordinates": [[1.3135, 0.7031, 4.5894], [0.9171, 0.1519, 3.2209], [1.2818, 1.0732, 2.1356], [2.4512, 0.7923, 1.3517], [3.4519, 0.3787, 2.3010], [4.0725, -0.7630, 1.9386], [4.7596, -1.3986, 2.6800], [3.8358, -0.9504, 0.4603], [4.2067, -2.5764, -0.3241], [3.4706, -4.1563, 0.9795], [4.5114, -5.1785, 1.1556], [2.8242, -3.5447, 2.2938], [2.1344, -4.6554, 0.2447], [2.4560, -0.2846, 0.1990], [2.4986, 0.3230, -1.2217], [1.6090, 1.5113, -1.4551], [0.8343, 2.0084, -0.7103], [1.7915, 2.1595, -3.1051], [1.3917, -1.3930, 0.2629], [-0.0895, -1.0140, 0.0619], [-0.6292, -1.5333, -1.2729], [-0.7843, -1.5657, 1.1661], [-2.1642, -1.2751, 1.2389], [-2.9950, -2.5072, 1.4688], [-4.2522, -2.3795, 2.0533], [-5.0595, -3.4864, 2.2484], [-4.6133, -4.7434, 1.8712], [-3.3533, -4.8790, 1.3074], [-2.5473, -3.7666, 1.1082], [0.5695, 1.4153, 4.9480], [1.3939, -0.1033, 5.3207], [2.2722, 1.2145, 4.5373], [-0.1635, 0.0222, 3.1906], [1.3351, -0.8457, 3.0836], [0.5051, 1.3275, 1.5499], [2.7870, 1.7433, 0.9323], [4.6200, -0.3044, 0.0417], [5.5625, -2.6754, 0.0105], [3.1905, -3.9779, 3.0773], [2.3671, -5.0270, -0.6172], [2.1635, -0.4276, -1.9440], [3.5043, 0.5956, -1.5428], [1.4611, -1.9077, 1.2200], [1.6373, -2.1181, -0.5159], [-0.2073, 0.0719, 0.0454], [-0.8393, -2.6028, -1.2154], [-1.5382, -1.0185, -1.5818], [0.1088, -1.3819, -2.0635], [-2.3387, -0.5796, 2.0690], [-2.4973, -0.7669, 0.3300], [-4.5948, -1.3972, 2.3578], [-6.0334, -3.3748, 2.7053], [-5.2317, -5.6183, 2.0186], [-2.9822, -5.8539, 1.0184], [-1.5565, -3.9011, 0.6944], [-1.2940, 6.9294, -4.6673], [-2.4551, 6.5419, -3.7668], [-3.1352, 5.3690, -4.1755], [-2.3544, 4.1882, -4.2049], [-1.7775, 3.7923, -2.8564], [-1.6189, 6.9767, -5.7075], [-0.9097, 7.9077, -4.3769], [-0.4688, 6.2187, -4.6016], [-3.2135, 7.3246, -3.7848], [-2.1163, 6.4495, -2.7285], [-1.5539, 4.2739, -4.9493], [-3.0341, 3.4128, -4.5592], [-1.0157, 4.4933, -2.5125], [-1.3075, 2.8110, -2.9255], [-2.5643, 3.7528, -2.1016]],
  "forces_ev_per_a": [[0.003, -0.052, 0.004], [-0.071, 0.163, 0.082], [-0.072, -0.290, -0.084], [-0.008, 0.226, 0.180], [-0.110, -0.296, 0.080], [0.135, 0.125, 0.150], [-0.003, 0.108, -0.101], [0.021, 0.099, 0.085], [-0.200, 0.102, -0.607], [0.378, -0.299, 0.141], [-0.222, 0.126, 0.008], [-0.127, -0.211, 0.026], [0.088, 0.097, -0.092], [0.473, -0.377, -0.261], [-0.378, 0.029, 0.183], [-0.062, -0.005, -0.021], [0.019, 0.038, -0.006], [0.040, 0.024, -0.084], [-0.394, 0.293, 0.281], [0.151, 0.086, -0.335], [0.042, -0.036, -0.065], [-0.043, -0.188, 0.037], [0.010, 0.284, 0.111], [-0.048, -0.019, 0.074], [0.065, 0.091, -0.069], [-0.064, -0.011, 0.030], [0.142, -0.135, -0.088], [-0.019, -0.001, -0.013], [0.064, -0.218, -0.030], [0.034, 0.051, -0.010], [-0.049, 0.018, 0.025], [0.045, -0.067, -0.022], [-0.035, -0.083, -0.050], [0.095, -0.006, -0.070], [0.000, 0.109, -0.056], [0.088, -0.016, -0.118], [-0.052, 0.010, -0.119], [0.051, -0.019, 0.329], [0.073, 0.164, 0.073], [-0.141, -0.100, 0.012], [0.129, -0.006, -0.053], [0.028, 0.116, 0.073], [-0.032, -0.017, 0.010], [0.137, -0.097, 0.061], [-0.012, 0.046, 0.206], [0.069, -0.012, 0.034], [-0.046, -0.042, 0.020], [-0.030, 0.046, -0.024], [0.039, 0.043, -0.022], [-0.050, -0.012, -0.028], [-0.036, 0.010, 0.024], [-0.029, 0.036, 0.007], [-0.052, 0.013, 0.037], [-0.049, -0.033, 0.027], [0.010, 0.114, 0.004], [0.009, -0.086, -0.023], [0.013, 0.072, 0.025], [-0.028, 0.000, -0.007], [0.030, -0.079, -0.019], [-0.014, 0.087, 0.040], [-0.006, 0.029, 0.000], [-0.011, 0.014, 0.003], [0.007, 0.015, 0.020], [-0.013, -0.010, -0.009], [0.014, -0.013, -0.005], [0.010, 0.010, 0.011], [-0.018, 0.012, 0.002], [0.028, -0.027, -0.009], [-0.006, -0.013, -0.004], [-0.011, -0.031, -0.008]],
  "lowdin_charge": [-0.080, -0.243, 0.031, -0.242, 0.076, -0.500, 0.130, -0.407, 0.919, 0.240, -0.317, -0.149, -0.177, -0.331, -0.128, -0.773, 0.067, 0.676, -0.092, -0.361, -0.012, -0.122, -0.160, -0.190, -0.046, -0.087, -0.095, -0.079, -0.031, 0.068, 0.072, 0.068, 0.103, 0.103, 0.095, 0.157, 0.128, -0.052, 0.105, 0.079, 0.121, 0.123, 0.105, 0.082, 0.120, 0.089, 0.081, 0.077, 0.126, 0.128, 0.113, 0.102, 0.100, 0.102, 0.106, -0.081, -0.283, -0.160, -0.281, -0.086, 0.082, 0.076, 0.065, 0.118, 0.107, 0.107, 0.118, 0.067, 0.053, 0.084],
  "de_lowest_kcal_mol": 0.0,
  "molar_mass_g_mol": 539.93,
  "e_tot_ha": -2659.5518,
  "smiles": "CCN[C@H]1OC(=O)[C@@H](PP(=O)(O)O)[C@@]1(CC(=O)Cl)C[C@@H](C)OCc1ccccc1.CCOCC"
}


No. 3
{
  "formula": "C4H4N2",
  "method": "ωB97M-V with the def2-TZVPD basis set",
  "species": ["C", "C", "C", "N", "C", "N", "H", "H", "H", "H"],
  "coordinates": [[-0.2398, 0.8985, 0.6801], [0.1976, -0.4051, 0.0117], [-0.8678, -1.0623, -0.7563], [-1.7343, -1.5834, -1.3202], [1.2524, 0.1565, -1.3494], [1.8947, -0.5313, -0.6130], [0.6215, 1.3496, 1.1757], [-1.0018, 0.6864, 1.4392], [-0.6465, 1.6050, -0.0451], [0.5241, -1.1140, 0.7773]],
  "forces_ev_per_a": [[0.101, 0.042, -0.042], [-0.541, -0.096, 0.392], [-0.645, -0.479, -0.573], [0.974, 0.598, 0.671], [0.458, -0.286, 0.287], [-0.492, 0.374, -0.389], [-0.082, -0.042, -0.072], [0.133, -0.084, -0.173], [0.088, -0.133, 0.064], [0.007, 0.106, -0.166]],
  "lowdin_charge": [-0.075, -0.358, -0.216, 0.174, -0.036, 0.108, 0.088, 0.093, 0.088, 0.134],
  "de_lowest_kcal_mol": 72.5,
  "molar_mass_g_mol": 80.09,
  "e_tot_ha": -264.2109
}


Question: Which formula does entry 2 have?
Answer: C22H36ClNO8P2


Repeat the first record exactly.
{
  "formula": "C2H3I3O2",
  "method": "ωB97M-V with the def2-TZVPD basis set",
  "species": ["C", "C", "O", "O", "I", "I", "I", "H", "H", "H"],
  "coordinates": [[1.6400, -0.2056, -0.1530], [0.5680, 0.2335, 0.4690], [-0.3987, 1.0288, -0.0177], [0.2255, -0.1261, 1.7208], [2.3533, 0.5543, -1.9986], [2.9118, -1.4004, 1.1457], [-1.2190, -2.3933, -0.9743], [-0.8387, -0.9169, -1.4356], [-0.3482, 1.5014, -0.8086], [-0.6365, 0.3877, 1.7804]],
  "forces_ev_per_a": [[2.281, -0.652, 0.163], [-0.360, 0.340, -0.046], [-1.307, -0.610, 2.231], [-1.655, 1.277, -0.559], [-0.527, -0.446, 0.905], [-0.470, 0.599, -1.142], [-0.157, -0.358, 0.001], [0.005, 0.113, -0.136], [1.075, 0.827, -2.128], [1.114, -1.089, 0.711]],
  "lowdin_charge": [-1.160, -0.807, 0.031, -0.023, 0.790, 0.778, 0.515, -0.345, 0.065, 0.157],
  "de_lowest_kcal_mol": 19.9,
  "molar_mass_g_mol": 439.76,
  "e_tot_ha": -1121.5178
}